Record 1
{"formula": "C14H18ClN3OS", "method": "wB97M-V/def2-TZVPD", "symbols": ["C", "C", "C", "C", "O", "C", "C", "C", "C", "C", "C", "C", "H", "H", "S", "C", "N", "N", "C", "N", "C", "H", "H", "H", "H", "H", "Cl", "H", "H", "H", "H", "H", "H", "H", "H", "H", "H", "H"], "xyz": [[1.80582, -1.68802, -3.08787], [0.92393, -2.26343, -2.08123], [-0.65292, -1.92941, -2.30465], [-1.37740, -2.61548, -1.24288], [-0.96641, -1.99526, -0.07088], [-1.47516, -0.93511, 0.34050], [-2.30334, -0.26079, -0.35139], [-2.83534, 1.20077, -0.17395], [-2.35720, 1.66925, 1.02309], [-1.45309, 0.96424, 1.94898], [-1.27508, -0.42801, 1.48432], [-0.15996, -1.14820, 2.16946], [0.28068, -0.52927, 3.22690], [-0.46431, -2.16388, 2.47285], [1.53199, -1.11812, 1.30360], [1.83495, 0.39641, 1.30924], [2.65219, 1.05973, 0.33951], [2.50995, 2.29119, 0.56238], [1.59665, 2.69310, 1.60524], [1.25693, 1.34530, 2.17674], [1.43640, 3.94012, 2.06265], [0.33030, 4.02109, 1.93933], [2.00610, 4.61339, 1.80421], [1.43187, 3.74827, 3.35289], [2.76726, 3.11361, -0.32786], [-1.15307, 1.40076, 2.88650], [-2.62243, 3.29463, 1.66298], [-3.65206, 1.76401, -0.70279], [-2.77910, -0.61570, -1.33602], [-2.43668, -2.60776, -1.41805], [-1.25941, -3.71822, -1.19029], [-0.84467, -2.39191, -3.43935], [-0.70723, -0.96928, -2.31932], [1.21394, -3.46154, -2.25789], [1.32037, -2.11278, -1.16380], [1.52116, -0.62006, -3.05185], [2.85578, -1.83747, -3.17201], [1.49860, -2.10618, -3.97930]], "nbo_charge": [-0.613, -0.359, -0.392, -0.084, -0.460, 0.184, -0.201, -0.241, -0.059, -0.151, -0.072, -0.513, 0.258, 0.243, 0.383, -0.022, -0.295, -0.299, 0.313, -0.517, -0.646, 0.263, 0.215, 0.233, 0.408, 0.257, -0.055, 0.253, 0.207, 0.185, 0.208, 0.200, 0.198, 0.157, 0.213, 0.188, 0.222, 0.192], "e_tot_ha": -1641.7541, "e_above_lowest_kcal_mol": 262.6, "multiplicity": 1, "e_homo_ev": -7.46}

Record 2
{"formula": "C2H3N2OP", "method": "wB97M-V/def2-TZVPD", "symbols": ["C", "C", "N", "N", "O", "P", "H", "H", "H"], "xyz": [[-0.97687, -0.62728, 0.38346], [-0.93166, 0.60768, -0.42640], [0.16824, -1.08761, 0.66898], [1.25219, -0.60043, 0.08127], [-1.81266, 1.37962, -0.72288], [0.87057, 0.73800, -1.12809], [-1.98406, -0.82383, 0.86209], [2.05316, -1.12348, 0.37947], [1.36109, 1.53733, -0.09791]], "nbo_charge": [-0.188, 0.305, -0.140, -0.637, -0.534, 0.562, 0.229, 0.410, -0.009], "e_tot_ha": -604.0438, "e_above_lowest_kcal_mol": 36.4, "multiplicity": 1, "e_homo_ev": -9.10}

Record 3
{"formula": "C22H24FeO2", "method": "wB97M-V/def2-TZVPD", "symbols": ["C", "C", "O", "C", "C", "C", "C", "C", "C", "C", "C", "O", "H", "H", "H", "H", "H", "H", "H", "H", "H", "H", "H", "C", "C", "C", "C", "C", "C", "C", "Fe", "C", "C", "C", "C", "C", "H", "H", "H", "H", "H", "H", "H", "H", "H", "H", "H", "H", "H"], "xyz": [[4.06191, 2.64285, 0.91084], [2.72313, 3.27695, 0.66292], [1.71223, 2.29068, 0.94385], [0.48094, 2.81580, 0.69132], [-0.60616, 1.84434, 0.87627], [-1.94658, 2.33758, 0.97894], [-2.31787, 3.71647, 0.86801], [-3.64150, 4.11260, 0.98237], [-4.65139, 3.16944, 1.21889], [-4.30438, 1.81997, 1.36918], [-2.98107, 1.40904, 1.28502], [0.38668, 3.99593, 0.36656], [4.84318, 3.28212, 0.49390], [4.24887, 2.53962, 1.98453], [4.13210, 1.65516, 0.44550], [2.58938, 4.15950, 1.30089], [2.61567, 3.57735, -0.38355], [-0.31389, 1.07545, 1.60638], [-1.53270, 4.45319, 0.71311], [-3.87975, 5.16896, 0.87578], [-5.69023, 3.49064, 1.27253], [-5.08006, 1.07768, 1.54838], [-2.70184, 0.36796, 1.46977], [-1.27284, -0.12963, -1.96961], [-0.40183, -0.23810, -0.79411], [0.73914, -1.02935, -0.83272], [1.57857, -1.45864, 0.30802], [2.64978, -2.26888, -0.17742], [2.48621, -2.43951, -1.61787], [1.30357, -1.73277, -2.02682], [0.88879, -3.04646, -0.65516], [-0.82918, -3.86284, -1.19344], [-0.74401, -3.65676, 0.24314], [0.42768, -4.36737, 0.72317], [1.05759, -5.01054, -0.41142], [0.28244, -4.70099, -1.59033], [-2.27170, 0.22944, -1.68197], [-0.87649, 0.53972, -2.75611], [-1.36760, -1.14405, -2.40203], [-0.68887, 0.28385, 0.10499], [1.41113, -1.07213, 1.31206], [3.47553, -2.64740, 0.40774], [3.15765, -2.96989, -2.27799], [0.90136, -1.59505, -3.02194], [-1.64926, -3.54539, -1.83502], [-1.47957, -3.13613, 0.85473], [0.72811, -4.47367, 1.76373], [1.90311, -5.69458, -0.36969], [0.44404, -5.11213, -2.58531]], "nbo_charge": [-0.870, -0.276, -0.518, 0.635, -0.242, -0.029, -0.224, -0.283, -0.235, -0.273, -0.217, -0.651, 0.195, 0.194, 0.209, 0.181, 0.183, 0.215, 0.256, 0.202, 0.197, 0.206, 0.210, -0.690, -0.110, -0.114, -0.239, -0.272, -0.279, -0.264, -0.103, -0.378, -0.396, -0.374, -0.373, -0.350, 0.215, 0.209, 0.213, 0.204, 0.230, 0.226, 0.224, 0.226, 0.226, 0.229, 0.227, 0.224, 0.224], "e_tot_ha": -2266.6087, "multiplicity": 5, "s2": 6.071, "charge": -2, "e_homo_ev": [2.71, -3.68]}

Record 4
{"formula": "C28H38N4O5S", "method": "wB97M-V/def2-TZVPD", "symbols": ["C", "H", "H", "H", "C", "N", "C", "C", "N", "C", "C", "C", "C", "C", "C", "N", "C", "O", "C", "C", "C", "C", "C", "C", "C", "C", "O", "C", "H", "H", "H", "H", "H", "O", "C", "H", "H", "H", "H", "H", "H", "H", "H", "S", "O", "O", "N", "C", "C", "C", "C", "C", "H", "H", "H", "H", "H", "H", "H", "H", "H", "H", "H", "H", "C", "H", "C", "H", "H", "H", "H", "H", "H", "H", "H", "H"], "xyz": [[-3.97292, -5.13050, -2.02836], [-4.64668, -5.86856, -2.45525], [-3.17885, -5.65503, -1.50246], [-3.53505, -4.55638, -2.84145], [-4.75211, -4.22012, -1.07261], [-3.99394, -3.18144, -0.40649], [-3.44123, -2.16888, -1.28303], [-2.95261, -1.00408, -0.41347], [-1.97206, -1.42674, 0.56157], [-0.62218, -1.38870, 0.28112], [-0.12792, -1.23168, -1.01990], [1.22710, -1.22453, -1.28860], [2.12730, -1.39156, -0.25606], [1.68214, -1.48604, 1.04763], [0.32777, -1.43220, 1.33558], [-0.06015, -1.41222, 2.68543], [-0.93134, -0.54960, 3.29947], [-1.19014, -0.68357, 4.47847], [-1.50847, 0.51897, 2.45963], [-0.77444, 1.30360, 1.66576], [-1.27860, 2.37424, 0.82402], [-2.63263, 2.53819, 0.56589], [-3.10688, 3.54167, -0.27317], [-2.19651, 4.40293, -0.86946], [-0.83886, 4.25490, -0.62568], [-0.36183, 3.25659, 0.20880], [0.95984, 3.06413, 0.49373], [1.89777, 3.96513, -0.04122], [2.86078, 3.66269, 0.36587], [1.93516, 3.90728, -1.13397], [1.68456, 4.99472, 0.26359], [-0.16066, 4.94010, -1.10861], [-2.51830, 5.19428, -1.52724], [-4.46036, 3.58418, -0.44447], [-4.99870, 4.59335, -1.26293], [-4.64379, 4.50747, -2.29536], [-4.76337, 5.59150, -0.87955], [-6.07725, 4.44604, -1.24119], [-3.35536, 1.87573, 1.01101], [0.29605, 1.16234, 1.61269], [-2.56078, 0.69521, 2.62169], [0.47504, -1.99043, 3.32204], [2.40832, -1.56387, 1.84170], [3.87870, -1.48879, -0.56821], [4.36015, -2.78178, -0.17456], [4.12644, -1.07316, -1.92460], [4.44553, -0.39018, 0.56837], [4.15664, 0.98834, 0.23835], [5.15756, 1.57305, -0.75947], [6.57968, 1.39203, -0.23330], [6.83582, -0.08898, 0.03708], [5.80024, -0.61650, 1.02873], [5.90303, -1.69359, 1.16411], [5.91040, -0.11847, 1.99877], [7.83957, -0.24077, 0.43731], [6.74174, -0.65129, -0.89393], [7.29901, 1.77241, -0.96077], [6.70408, 1.95887, 0.69413], [4.93923, 2.63015, -0.92433], [5.04953, 1.04056, -1.70505], [3.14274, 1.01298, -0.16751], [4.17303, 1.55888, 1.17465], [1.60092, -1.11807, -2.29425], [-0.81503, -1.14300, -1.84520], [-2.51236, -2.48790, 1.38889], [-3.36948, -2.09199, 1.94143], [-2.97837, -3.65584, 0.51053], [-2.09818, -4.07130, -0.01333], [-3.41073, -4.43537, 1.14090], [-1.76740, -2.84389, 2.09635], [-3.81230, -0.62287, 0.14672], [-2.55017, -0.19141, -1.01751], [-2.60346, -2.55634, -1.88797], [-4.22706, -1.81970, -1.95654], [-5.55590, -3.72397, -1.62474], [-5.21147, -4.83123, -0.29015]], "nbo_charge": [-0.637, 0.216, 0.205, 0.203, -0.200, -0.454, -0.228, -0.224, -0.448, 0.186, -0.256, -0.176, -0.361, -0.206, 0.177, -0.651, 0.653, -0.592, -0.262, -0.187, -0.030, -0.233, 0.283, -0.300, -0.239, 0.272, -0.504, -0.249, 0.197, 0.177, 0.179, 0.213, 0.220, -0.495, -0.251, 0.173, 0.175, 0.201, 0.219, 0.226, 0.220, 0.413, 0.236, 2.319, -0.941, -0.953, -0.680, -0.234, -0.429, -0.398, -0.421, -0.230, 0.240, 0.195, 0.212, 0.213, 0.212, 0.189, 0.204, 0.233, 0.222, 0.198, 0.244, 0.220, -0.220, 0.204, -0.235, 0.167, 0.207, 0.223, 0.206, 0.216, 0.164, 0.206, 0.191, 0.193], "e_tot_ha": -2083.1289, "e_above_lowest_kcal_mol": 10.1, "multiplicity": 1, "e_homo_ev": -7.87}

Record 5
{"formula": "C25H20BrN6O7PtS2", "method": "wB97M-V/def2-TZVPD", "symbols": ["Pt", "O", "S", "O", "O", "C", "C", "C", "C", "C", "C", "S", "O", "O", "O", "H", "H", "H", "H", "Br", "C", "C", "C", "C", "N", "C", "H", "H", "H", "H", "N", "C", "C", "C", "N", "C", "N", "O", "C", "N", "C", "N", "C", "C", "C", "C", "C", "C", "C", "C", "H", "H", "H", "H", "H", "H", "H", "H", "H", "H", "H", "H"], "xyz": [[0.69446, -0.03765, -0.60523], [-2.80697, 2.12827, 0.88667], [-1.78772, 1.99549, -0.11380], [-1.13818, 3.20849, -0.55051], [-0.77130, 0.99237, 0.38543], [-2.62866, 1.33631, -1.56528], [-3.98591, 1.11294, -1.38986], [-4.79752, 0.74542, -2.45521], [-4.26866, 0.61813, -3.72512], [-2.91403, 0.83417, -3.92029], [-2.09919, 1.18072, -2.85186], [-0.38838, 1.16604, -3.30621], [-0.18230, 1.92488, -4.48943], [-0.15206, -0.33358, -3.62192], [0.45071, 1.52479, -2.16271], [-4.39919, 1.23780, -0.40054], [-5.84922, 0.56085, -2.27925], [-4.88511, 0.32313, -4.56299], [-2.47891, 0.68790, -4.89965], [2.41918, 5.31061, 0.80936], [2.82541, 3.47280, 0.75565], [4.04897, 3.00719, 1.20188], [4.29993, 1.64767, 1.13225], [3.32363, 0.80955, 0.63135], [2.14369, 1.27832, 0.21798], [1.88255, 2.58940, 0.26232], [4.78712, 3.69541, 1.59032], [5.24263, 1.23641, 1.46315], [3.45885, -0.26042, 0.55069], [0.91522, 2.92337, -0.09629], [-0.65847, -1.23137, -1.41625], [-0.75709, -1.35549, -2.65820], [-1.41038, -2.34248, -3.43548], [-1.77315, -3.56109, -2.81438], [-2.06918, -4.55580, -2.30734], [-1.81967, -2.09935, -4.76389], [-2.17489, -1.90602, -5.84782], [3.59951, -0.35755, -3.38356], [2.85488, -0.59776, -2.50339], [2.16092, -0.94042, -1.58767], [-0.10407, -0.74895, 4.95820], [-0.00075, 0.27967, 3.95347], [-1.30964, 0.72835, 3.51583], [1.00099, 0.14850, 2.89528], [1.15683, -1.20000, 2.18267], [1.59258, -2.27838, 2.96869], [1.71725, -3.56106, 2.47761], [1.42072, -3.80527, 1.14502], [1.07251, -2.75256, 0.32252], [0.96863, -1.45107, 0.81852], [-0.85884, -0.43824, 5.68306], [0.83861, -0.86735, 5.50013], [-0.40241, -1.73296, 4.56909], [-1.84294, 1.15844, 4.36726], [-1.93309, -0.06895, 3.08446], [-1.21077, 1.49774, 2.75965], [1.98275, 0.41076, 3.31411], [0.74815, 0.90949, 2.16752], [1.84234, -2.09115, 4.00351], [2.03798, -4.36299, 3.13106], [1.48488, -4.80384, 0.73218], [0.88679, -2.93960, -0.72279]], "nbo_charge": [1.373, -0.958, 2.430, -0.973, -0.986, -0.332, -0.178, -0.183, -0.192, -0.187, -0.263, 2.434, -0.892, -0.759, -0.979, 0.254, 0.216, 0.227, 0.259, 0.095, -0.118, -0.171, -0.243, 0.076, -0.455, 0.029, 0.233, 0.232, 0.246, 0.283, -0.678, 0.538, -0.576, 0.327, -0.409, 0.341, -0.440, -0.568, 0.808, -0.776, -0.407, -0.446, -0.405, -0.235, -0.107, -0.226, -0.212, -0.236, -0.152, -0.052, 0.195, 0.182, 0.174, 0.183, 0.173, 0.219, 0.184, 0.220, 0.204, 0.203, 0.214, 0.236], "e_tot_ha": -5309.6354, "e_above_lowest_kcal_mol": 36.2, "multiplicity": 1, "charge": -1, "e_homo_ev": -4.90}